Computed, not measured: a molecular structure, C19H39BrNO12S3, with ωB97M-V/def2-TZVPD.

Each line ends with the Mulliken charge.
Cartesian coordinates (Å):
C  2.0106  -0.6964  1.1998  -0.31
C  1.3274  -0.1733  -0.0990  -0.75
S  -0.3292  -0.8875  -0.4738  0.17
C  -1.3943  0.0087  0.7335  -0.97
S  -2.7880  0.8955  -0.0899  0.97
O  -2.4720  2.3509  0.1071  -0.65
O  -2.8109  0.6349  -1.5606  -0.70
N  -4.2471  0.6364  0.6831  -0.42
S  -4.8587  -0.9191  0.5181  0.93
O  -5.0736  -1.4550  1.8949  -0.63
O  -6.1431  -0.9744  -0.2300  -0.61
Br  -3.4922  -2.3627  -0.4865  -0.12
H  1.5311  -1.6064  1.5696  -0.03
H  1.9269  0.0422  2.0195  0.21
H  3.0816  -0.8701  1.0217  0.19
H  1.2400  0.9238  -0.1277  0.36
H  1.9787  -0.4734  -0.9361  0.32
H  -0.7684  0.7474  1.2539  0.42
H  -1.7646  -0.6983  1.4918  0.48
O  0.0036  -3.2746  1.9784  -0.51
C  -0.1373  -4.2201  2.7001  0.79
O  -0.0238  -4.0585  4.0287  -0.39
C  -0.3301  -5.0794  4.9790  -0.43
C  0.8390  -6.0233  5.1735  -0.96
C  -0.3574  -5.5982  2.1354  -1.02
H  -1.2488  -5.6007  4.7053  0.37
H  -0.5354  -4.5593  5.9139  0.30
H  1.0918  -6.5476  4.2516  0.28
H  0.6099  -6.7646  5.9408  0.35
H  1.7269  -5.4669  5.4768  0.30
H  0.6025  -6.0133  1.8302  0.26
H  -1.0015  -5.5077  1.2622  0.28
H  -0.8523  -6.2850  2.8190  0.36
O  6.4699  -1.1795  0.5493  -0.57
C  6.4425  -0.0129  0.2701  0.81
O  5.2803  0.6493  0.3175  -0.32
C  5.1580  2.0669  0.1635  -0.42
C  5.1162  2.4634  -1.2976  -0.96
C  7.6796  0.6983  -0.2137  -1.07
H  5.9422  2.5862  0.7174  0.36
H  4.2138  2.3336  0.6368  0.31
H  6.0364  2.1915  -1.8166  0.28
H  4.9675  3.5391  -1.3983  0.37
H  4.2999  1.9476  -1.8047  0.29
H  7.8221  0.4810  -1.2712  0.25
H  8.5320  0.3183  0.3472  0.32
H  7.6607  1.7753  -0.0618  0.34
O  1.2327  7.6142  0.3731  -0.60
C  0.2830  7.1735  0.9656  0.75
O  0.2121  5.8652  1.2168  -0.37
C  -0.7930  5.2698  2.0539  -0.44
C  -2.0759  5.0075  1.2949  -0.85
C  -0.8673  8.0635  1.3578  -0.91
H  -0.9507  5.8735  2.9512  0.35
H  -0.3730  4.3216  2.3878  0.30
H  -2.5207  5.9336  0.9227  0.29
H  -2.8030  4.5068  1.9330  0.31
H  -1.8832  4.3779  0.4315  0.36
H  -1.5141  8.2065  0.4938  0.24
H  -0.4629  9.0270  1.6657  0.30
H  -1.4531  7.6881  2.1934  0.32
O  -1.8729  -2.4254  -3.2960  -0.51
C  -2.6812  -2.1841  -4.1457  0.62
O  -3.1598  -3.1923  -4.9040  -0.38
C  -4.2373  -3.0388  -5.8252  -0.41
C  -3.7551  -2.5006  -7.1569  -0.94
C  -3.1090  -0.7724  -4.4328  -0.32
H  -5.0338  -2.4320  -5.3924  0.37
H  -4.6496  -4.0381  -5.9663  0.31
H  -3.3136  -1.5094  -7.0538  0.28
H  -4.5810  -2.4391  -7.8681  0.35
H  -2.9833  -3.1521  -7.5704  0.29
H  -2.3560  -0.2947  -5.0595  0.21
H  -3.1748  -0.2392  -3.4845  -0.01
H  -4.0857  -0.6920  -4.9077  0.25

Properties
Total energy: -5473.590398 Eh
E_LUMO: 2.258 eV
Net charge: -1